Entry 1:
38
Properties=species:S:1:pos:R:3 method="wB97M-V/def2-TZVPD" e_lumo_ev=0.5559 relative_energy_kcal_mol=76.2 largest_force_ev_per_a=6.48 smiles="NCCCC[C@H](NC(=O)[C@@H](N)CC(N)=O)C(=O)O" gap_ev=9.96 charge=0
H 0.4535 -2.5255 3.6502
H -3.5563 1.9376 -0.9318
H -0.4229 3.5339 -2.0201
N -0.4601 3.6257 -0.9439
O 0.5805 -2.2220 -0.9531
H -3.6530 -0.0960 -2.2050
H 2.7126 -4.1977 4.7364
H 0.8178 2.1985 -0.5444
C -1.5082 2.6289 -0.5244
C -2.1713 1.3354 -2.4478
N 0.4209 1.2830 -0.0696
N 1.9411 -3.5121 4.9529
H -0.8426 4.5622 -0.8689
O -0.9157 1.3707 -2.8584
H 2.1778 -2.4917 1.1929
H 1.2795 -4.2513 5.1356
H -2.3531 -0.4961 -3.1771
O 0.2447 -0.6397 -2.3718
C -2.7744 2.5282 -1.5987
H 1.5332 -3.7772 2.9217
C 1.1847 -0.5165 1.4565
C 1.2736 0.0672 -0.0229
H -1.8194 2.9308 0.4970
C -0.9304 1.2957 -0.2127
H 2.3374 0.3492 -0.3523
H 0.1921 -0.9481 1.7040
O -1.6257 0.3576 0.1367
C 2.5896 -1.7631 3.2305
H 2.2785 -0.7765 3.8021
H -3.0588 3.4571 -2.0516
H 0.5317 0.3202 -2.4356
C 1.6014 -2.9196 3.6452
H 3.1867 -1.0420 1.3791
H 1.3952 0.3829 1.9590
C 2.3679 -1.5484 1.7699
H 3.6520 -2.0908 3.4067
N -2.9487 0.2704 -2.8511
C 0.7365 -1.0379 -1.1361

Entry 2:
32
Properties=species:S:1:pos:R:3 method="wB97M-V/def2-TZVPD" e_lumo_ev="-4.8985 / -5.8045" relative_energy_kcal_mol=147.4 largest_force_ev_per_a=4.56 gap_ev="8.39 / 6.87" charge=+1
C -3.5377 -0.6255 0.3441
C -1.7474 -0.1809 -1.5394
H 1.6088 1.7132 -1.1631
H -1.4773 -2.6038 -0.0609
H 2.9892 0.2867 2.1443
H 3.0195 0.8124 -1.7496
H -1.3257 -1.9305 1.5847
C 2.6939 0.9826 1.2964
C 3.1047 -1.2554 -0.0631
H 2.3977 -2.0344 -0.3773
C 0.8384 -0.3670 0.5742
H 3.6266 1.5550 0.9231
H -2.1992 -0.9846 -2.0978
H 3.7047 -1.5794 0.7923
C 2.0567 0.7222 -1.1895
H -1.0318 2.4005 1.3728
C -1.1832 -1.6790 0.4141
N -1.7850 0.5691 0.8646
H -4.2293 -1.0821 -0.3926
H -2.4884 2.4863 0.4468
C -1.4644 1.9238 0.5463
H -3.4191 -1.1923 1.2448
H 1.9594 1.8169 1.4948
H -0.9829 2.0995 -0.4049
H -2.2302 0.7983 -1.6253
C 2.2027 0.0060 0.2283
H 1.5944 -0.0395 -1.9054
O 0.2293 -1.4518 0.2647
H 3.7797 -1.0201 -0.8914
H -3.9744 0.3292 0.7251
C -2.0334 -0.4104 -0.0251
H -0.6964 -0.0649 -1.7759

Entry 3:
41
Properties=species:S:1:pos:R:3 method="wB97M-V/def2-TZVPD" e_lumo_ev=10.1724 largest_force_ev_per_a=4.32 gap_ev=2.15 charge=-6
H 17.4549 16.8816 22.9326
O 10.1468 23.0565 21.9926
C 13.2784 18.3554 26.7563
H 12.2289 11.7092 19.7088
H 10.7432 14.2721 18.8570
O 11.3625 14.4607 20.7850
C 7.4934 18.0966 24.6993
H 12.3281 16.6305 27.7894
H 11.0618 12.0132 18.3611
O 8.6773 17.7698 23.9958
C 13.1222 16.7708 27.0561
H 17.1759 17.3383 21.2945
O 7.8372 20.5676 25.2799
H 14.3020 18.5234 26.4216
H 9.5808 22.7842 20.1620
C 17.4769 15.2321 21.5042
H 12.5324 21.7624 19.8609
O 15.5290 16.8907 22.2520
O 12.7928 16.0373 25.8302
C 11.3150 12.2174 19.4014
H 6.6528 18.0682 24.0061
O 17.4028 14.0100 22.1972
O 12.5783 18.9120 25.6476
Zr 12.0625 17.3179 23.0117
H 17.0960 15.1744 20.4845
H 7.1908 17.2778 25.3520
H 10.9270 23.7322 20.1614
H 6.2559 19.4643 25.8461
H 18.5523 15.3507 21.3722
C 7.3232 19.3256 25.6734
C 11.5093 21.5201 20.1482
H 13.9660 16.2848 27.5459
O 10.3656 11.5545 20.2054
H 13.2598 18.9640 27.6604
H 10.9817 21.2130 19.2452
H 7.7355 19.0675 26.6488
C 10.5805 22.7946 20.5961
H 12.4420 14.1326 19.1648
C 11.4652 13.8384 19.5488
O 11.6640 20.3590 20.9462
C 16.8835 16.6054 22.0464

Entry 4:
44
Properties=species:S:1:pos:R:3 method="wB97M-V/def2-TZVPD" e_lumo_ev=-4.5124 relative_energy_kcal_mol=66.7 largest_force_ev_per_a=16.51 gap_ev=7.94 charge=+1
H -0.3207 -0.1607 4.7449
H 0.6427 0.4185 3.4121
O -2.3966 0.0180 1.0259
C 1.5003 0.6652 -4.2456
O 1.2855 1.3202 1.3195
O 1.4550 1.9963 -3.7036
C 1.5840 3.7819 -0.7043
O -1.8195 -3.1592 -1.0299
H 1.6663 3.0285 0.0790
H -1.6618 -1.5697 -2.3046
C 1.6512 2.1061 -2.3883
C -3.5717 0.2166 1.7250
C -0.0467 -0.3711 3.7111
O 1.6149 3.4110 -2.0602
H 0.1415 -2.7248 2.3409
H -4.5069 0.2022 1.1654
H -1.3945 -1.9220 2.5803
C -1.7034 -2.6587 -2.2826
H 0.8398 -0.0045 -3.6949
O -1.4397 -3.3180 1.0167
H 1.2558 0.6277 -5.3072
C -1.1527 -0.0602 1.6006
H 0.2386 -0.9694 -2.9359
O 3.0827 0.7650 0.2624
H -2.5016 -2.9313 -2.9731
O 0.0531 -0.5970 -2.0520
H -0.7588 -2.9296 -2.7543
O 1.7891 1.1608 -1.6391
H -3.5115 1.1582 2.2707
C -0.9378 -2.8679 2.2891
O 3.0075 2.6832 1.3572
H 2.3802 4.5248 -0.6573
O -0.3178 -1.7019 0.0023
O -1.2366 -0.1994 2.9334
C 2.4591 1.5563 0.9941
O -0.1304 -0.0412 0.8815
H 0.5517 -1.2615 3.5183
H 2.4992 0.2334 -4.1839
H 0.6745 4.3369 -0.4744
H -1.0838 -3.5642 3.1149
H -3.7468 -0.5638 2.4655
Tl 1.2066 -0.3426 -0.3149
C -1.1334 -2.6467 -0.0191
H 3.7934 2.3547 0.9143

Entry 5:
47
Properties=species:S:1:pos:R:3 method="wB97M-V/def2-TZVPD" e_lumo_ev=-5.0058 largest_force_ev_per_a=2.90 gap_ev=6.70 charge=+1
O -0.3429 0.1563 1.4867
H -0.5118 -0.2013 -2.4489
P -0.8480 3.0008 -2.7812
H 1.8397 1.7168 1.3764
H 3.7175 0.2956 -2.9303
Br -1.8343 -1.1818 -0.2470
O 0.3515 3.3267 -3.7795
C -3.8155 -3.4278 3.5996
N 0.5511 -0.1659 -4.3126
B 2.2773 0.6698 -0.1682
H -0.6518 3.1247 0.5762
C -1.6555 -2.5762 4.0388
H 1.1163 3.6998 -3.3027
O 1.1462 0.5461 -3.1659
H -3.4078 -1.3305 3.8856
C -3.1195 -2.2870 4.3298
O -1.6104 -3.2134 2.7538
H -4.8569 -3.2237 3.3562
H -0.3389 4.7332 -1.7093
C -0.7552 1.5579 -0.4265
C 3.3283 2.3862 -1.5394
C 3.9299 0.0334 -1.8859
O -1.9513 2.5264 -3.5478
H -3.7789 -4.3351 4.2065
O 2.3415 0.8996 1.2171
H 5.0272 0.0196 -1.8046
C 0.9411 -0.0498 -0.7355
H 3.5978 -0.9806 -1.6612
S 1.0973 -1.8906 -0.9695
H -3.3403 -2.2475 5.3952
C -0.4073 0.1587 0.1152
H 1.2243 -2.3071 0.3184
H 0.3722 -0.4583 1.7264
H 3.2583 3.1161 -0.7132
O 1.0634 -1.1755 -4.4183
C -2.9397 -3.5897 2.3687
H 4.2624 2.6344 -2.0506
H 2.4358 2.5439 -2.1711
O -1.1930 4.3191 -1.9398
H -2.9341 -4.6114 1.9879
C 0.3089 0.4274 -2.0649
H -1.2331 -3.2677 4.7743
O -1.3312 2.4843 0.2978
N -0.4650 1.6762 -1.6776
H -1.0431 -1.6725 4.0205
N 3.4384 1.0594 -0.9425
H -3.2604 -2.9189 1.5629

Entry 6:
60
Properties=species:S:1:pos:R:3 method="wB97M-V/def2-TZVPD" e_lumo_ev=0.1311 relative_energy_kcal_mol=148.7 largest_force_ev_per_a=9.39 gap_ev=9.67 charge=0
C -5.3344 1.4653 0.8458
C -0.1740 -2.1139 5.8137
O -8.0669 0.1171 2.0181
H -1.1369 -1.6501 5.5749
O 3.6411 -2.2200 3.0945
H 5.0297 -2.4103 -4.5320
O -8.3771 2.6326 2.1920
O -0.1111 -2.0061 2.5513
H -5.1406 0.3946 0.7215
O 1.5880 0.0445 -5.2177
O -0.1293 -3.8508 4.2295
H 2.2533 0.6238 2.5395
H 4.0702 1.4132 1.1089
O 1.5596 2.1153 -3.2282
C -0.5463 -0.3765 -3.1080
S 3.4661 -1.8967 1.6959
S 0.3150 1.8876 -2.5281
C -0.2894 -0.3538 -1.6036
P -1.9689 3.9245 1.4662
O 3.0614 1.2028 -3.5025
C -0.2346 -3.6285 5.6347
C 5.0104 -0.4992 -5.6008
O 3.4006 -1.2103 -4.0500
H 0.1272 -1.8255 6.8236
H 5.7858 -0.1181 -4.9285
O -6.0905 1.6392 2.0420
C 4.3229 -1.7259 -5.0072
O -0.6532 0.9933 -3.4890
H 0.3025 -0.8114 -3.6462
O 0.5758 0.7585 -1.3814
C -6.2280 1.9951 -0.2724
H 5.4489 -0.7055 -6.5808
F -2.2678 5.4632 0.6083
O 2.0309 -1.1410 1.5240
H -4.3842 2.0010 0.9089
F -2.6548 2.6489 0.4223
H -1.1661 -4.0527 6.0191
O 4.4196 -0.6216 1.3456
H 1.4539 0.7731 0.9500
H -5.9504 1.5906 -1.2494
O -7.5520 1.5929 0.0748
S 0.7224 -2.6382 3.5497
H -0.1371 3.9656 0.2295
H -6.2036 3.0889 -0.3116
H -1.2166 -0.1804 -1.0480
O 0.7808 -1.6628 4.8557
C 3.6178 0.4511 0.8541
H -1.4576 -0.9209 -3.3668
H 0.1780 -1.2770 -1.2507
S -7.6756 1.4714 1.6959
O 3.9912 0.4930 -5.7107
C 2.2488 0.2679 1.5038
H 0.6155 -4.1172 6.1215
H 3.7516 -2.2652 -5.7702
S 2.8618 0.2416 -4.5621
O -0.2221 3.6981 1.2051
O 3.5976 -2.8733 0.6398
H 3.5531 0.3568 -0.2347
O -0.4712 2.9542 -1.9530
O 2.0585 -3.1128 3.2738

Entry 7:
41
Properties=species:S:1:pos:R:3 method="wB97M-V/def2-TZVPD" e_lumo_ev=0.4004 largest_force_ev_per_a=3.27 smiles="C=C[PH2](N=C(C)C)S(=O)(=O)C(F)(F)F.COCCOC" gap_ev=9.00 charge=0
N -2.0202 -1.0052 1.6260
C -3.1909 -0.8223 2.0659
H 0.9474 -0.5989 0.7541
O 2.7722 -1.0061 -4.8192
C 1.1399 -0.3398 2.7919
S -0.2591 2.6550 1.2517
C 1.9923 -2.1880 -4.8722
H -3.1735 -0.9219 4.1953
F -0.4867 3.0667 3.8153
H 1.5943 -2.4559 -3.8906
H 4.1918 -1.3659 -1.0662
H 2.2050 1.0814 -2.2540
H -3.3880 -2.5299 3.3997
P -1.1409 0.5820 1.4647
F -2.2582 3.5678 2.7203
C 3.4497 -1.8013 -1.7439
H -1.7967 0.9986 2.6444
H 3.0745 -2.7252 -1.3042
C -0.9402 3.6318 2.7042
H -4.6048 0.7823 2.1512
C 0.4967 -0.1948 1.6638
C -4.2389 0.0675 1.3959
H 3.9225 -2.0367 -2.7001
F -0.5815 4.8778 2.6272
H -4.7336 -1.3610 3.4538
H 1.1667 -2.0638 -5.5814
O 1.1805 2.6576 1.2495
O 2.3546 -0.9154 -1.9032
C 2.6736 0.2078 -2.7178
C 2.1262 0.0506 -4.1212
H -1.6294 0.7774 0.1502
H 1.0428 -0.1020 -4.0991
H 3.7541 0.3767 -2.7387
H 0.6154 -0.3168 3.7465
O -0.8582 3.2719 0.0911
C -3.6442 -1.4679 3.3685
H 2.6327 -2.9968 -5.2227
H -5.0803 -0.5238 1.0222
H 2.3249 0.9710 -4.6787
H 2.2068 -0.5423 2.7937
H -3.8393 0.6574 0.5662

Entry 8:
49
Properties=species:S:1:pos:R:3 method="wB97M-V/def2-TZVPD" e_lumo_ev="-0.3892 / -0.3324" s_squared=0.7504 multiplicity=2 largest_force_ev_per_a=3.92 gap_ev="2.47 / 7.07" charge=0
H -0.3995 -2.7895 0.4283
O 0.1219 4.4884 1.2336
H -1.9740 0.7730 -2.8564
H 0.4208 -6.5731 -1.4910
H -1.7507 2.4659 3.7398
C 0.2116 -4.7436 1.1938
S -3.9800 -1.3973 -0.9934
H 0.3579 3.8553 -2.9821
O -4.5327 -1.0700 0.3189
C -0.0884 -4.3872 -1.0402
O -3.5727 -0.0143 -1.8306
O -4.7473 -2.2532 -1.8925
C -1.5416 1.8087 2.8958
O 2.4383 3.2942 -4.1379
O 2.9947 2.3358 -2.2788
N 2.1300 2.8529 -3.0339
H -1.1202 -1.7832 -2.6369
H 0.8577 3.1880 -1.3505
H -0.9636 2.2395 2.0782
H 2.4955 5.2591 0.1040
N 0.5531 -5.8877 0.5519
H 1.6508 0.7238 -0.3078
H -0.3035 -3.9117 -1.9858
H -2.4648 1.4071 2.4781
C 1.5314 0.3113 0.6941
O 2.5945 -0.4925 1.1764
C -0.1270 -3.8141 0.2223
H 0.7689 -6.7392 1.0503
H 0.2564 2.0756 -2.5584
N -0.8972 0.6448 3.5502
K 3.3576 -0.6248 3.8599
H 0.3797 -4.6489 2.2564
K 2.8413 -3.2128 0.0289
H 3.3080 4.4675 1.5442
C -1.6137 -1.0953 -1.9504
C 0.2892 -5.7339 -0.8240
O -1.4253 -0.4619 3.5681
H 0.5406 -0.0991 0.8891
C 0.7831 3.0205 -2.4250
H -0.9179 -0.4356 -1.4319
O 1.3832 4.7780 2.9648
C -2.4997 -0.1685 -2.6969
O -2.3703 -1.8020 -1.0074
H -2.7155 -0.6152 -3.6675
C 2.4463 4.4923 0.8772
H 1.4479 1.2111 1.3035
H 2.4752 3.4760 0.4843
N 1.2158 4.6300 1.7671
O 0.1545 0.9554 4.1202